8
Properties=species:S:1:pos:R:3 method="wB97M-V/def2-TZVPD" e_above_lowest_kcal_mol=149.1 total_charge=0 lumo_ev="0.117 / -0.260"
C -0.93660 -0.66635 -0.20276
C 0.22355 -0.22797 0.56276
N 1.16988 1.91252 0.07421
O 1.94825 1.98121 -0.79377
O 0.38579 -1.16516 -0.48394
H -1.68199 -1.42227 0.14128
H -1.53031 -0.20136 -0.95252
H 0.42143 -0.21063 1.65474

***

8
Properties=species:S:1:pos:R:3 method="wB97M-V/def2-TZVPD" e_above_lowest_kcal_mol=90.3 total_charge=0 lumo_ev=-0.652
C -2.66457 0.03998 0.04469
C -1.47909 0.12669 0.65415
N -3.74190 -0.31089 -0.14706
O 2.32767 -0.04910 0.04111
O -0.40813 0.00709 -0.08393
H 2.23076 -0.18499 -0.87191
H 3.21970 0.46118 0.09893
H 0.51555 -0.08997 0.26402

***

8
Properties=species:S:1:pos:R:3 method="wB97M-V/def2-TZVPD" smiles="N=C=O.C=O" e_above_lowest_kcal_mol=34.8 total_charge=0 lumo_ev=0.752
N 0.58417 2.49145 -0.08720
C 1.42275 1.93449 -0.72110
O 2.38991 1.61701 -1.27821
H -0.38734 2.85069 -0.29949
C 0.72994 -0.16893 1.81931
O 0.53030 -0.56381 0.70707
H 1.30369 0.72165 2.13799
H -0.05172 -0.52576 2.54967

***

8
Properties=species:S:1:pos:R:3 method="wB97M-V/def2-TZVPD" smiles="C=[N+]([O-])C=O" e_above_lowest_kcal_mol=86.6 total_charge=0 lumo_ev="-0.212 / -0.212"
C -0.92879 -0.77147 -0.16348
N -0.14436 0.02090 0.52515
O 0.00106 0.11587 1.76829
C 0.94654 0.86623 -0.27845
O 1.51744 1.80174 0.17409
H -1.76496 -1.36244 0.37851
H -0.84237 -1.07681 -1.17450
H 1.21544 0.40599 -1.22959

***

8
Properties=species:S:1:pos:R:3 method="wB97M-V/def2-TZVPD" smiles="[H]/N=C/OC=O" e_above_lowest_kcal_mol=20.1 total_charge=0 lumo_ev=0.838
H 1.75991 -0.29908 1.36241
N 1.02089 -0.39187 0.67524
C 0.47290 0.71037 0.40069
O -0.52502 0.75091 -0.51289
C -1.00775 -0.51743 -0.82673
O -1.06336 -0.90718 -1.94712
H 0.69926 1.70858 0.78412
H -1.35683 -1.05429 0.06428

***

9
Properties=species:S:1:pos:R:3 method="wB97M-V/def2-TZVPD" smiles=N#CCOSO e_above_lowest_kcal_mol=66.1 total_charge=0 lumo_ev=0.411
N 2.56247 0.80279 -1.00272
C 1.85752 0.27902 -0.27906
C 0.84557 -0.41040 0.46495
O -0.21165 0.57657 0.83966
S -1.27441 1.13308 -0.31786
O -2.28379 -0.11199 -0.59755
H 0.37512 -1.25231 -0.18222
H 1.23422 -1.05834 1.31424
H -3.10506 0.04156 -0.23943

***

9
Properties=species:S:1:pos:R:3 method="wB97M-V/def2-TZVPD" smiles="S=C1NOCO1" e_above_lowest_kcal_mol=65.8 total_charge=0 lumo_ev=0.678
S -1.92702 1.33484 1.42150
C -0.75449 0.55973 0.59637
N -0.65240 -0.81985 0.39132
O 0.16845 -0.99634 -0.74890
C 1.06954 0.09115 -0.53266
O 0.27937 1.09869 0.01294
H -1.53631 -1.24847 0.11239
H 1.58204 0.21556 -1.51311
H 1.77083 -0.23532 0.26016

***

9
Properties=species:S:1:pos:R:3 method="wB97M-V/def2-TZVPD" e_above_lowest_kcal_mol=22.3 total_charge=0 lumo_ev=0.486
H 1.25294 -1.32440 -0.27162
N 0.70256 -1.22646 0.68169
C 0.28842 -0.11506 0.93719
S 0.20557 1.36812 0.00606
H -0.09747 -0.00642 1.99858
H 0.40657 0.54185 -1.12698
O -2.81806 0.17924 0.87948
C -2.95759 0.37015 -0.21203
O -3.19420 0.54952 -1.30343

***

9
Properties=species:S:1:pos:R:3 method="wB97M-V/def2-TZVPD" smiles="O=C(S)/C=N/O" e_above_lowest_kcal_mol=77.6 total_charge=0 lumo_ev=-0.215
O -1.44854 1.58018 0.00726
C -0.73494 0.63555 0.03969
S -1.39713 -1.07094 -0.03727
C 0.64370 0.67844 -0.02211
N 1.33687 -0.28864 0.12091
O 2.65002 -0.09164 -0.06306
H -0.08202 -1.42289 0.26887
H 1.08562 1.74818 -0.14111
H 2.92808 -0.96197 -0.03689

***

10
Properties=species:S:1:pos:R:3 method="wB97M-V/def2-TZVPD" spin_multiplicity=3 e_above_lowest_kcal_mol=111.0 total_charge=0 lumo_ev="-0.388 / -2.617"
C -0.47006 -1.22164 0.13819
C 0.13018 0.99696 0.78817
N 0.81727 1.00124 -0.34614
O 0.16107 1.31889 -1.33669
O 1.96829 0.62994 -0.33741
S -0.57168 -2.07974 1.47620
S -0.69379 -0.92433 -1.50142
H 0.78509 1.13615 1.75297
H -0.92816 1.32270 0.76612
H -1.19819 -2.18018 -1.39999